Entry 1:
DFT (ωB97M-V/def2-TZVPD) results for a molecular structure, C13H16OSi in a non-equilibrium geometry.

Computed properties:
LUMO energy	-0.61	eV
total charge	0
orbital gap	8.436	eV

Structure (XYZ):
```
31
Properties=species:S:1:pos:R:3:forces:R:3
Si -2.0188 -0.5571 -0.1138 -0.7 -1.0 0.4
O -2.2743 2.8414 -0.9295 2.8 -1.6 0.9
C 4.1476 -0.8260 0.1650 -0.2 -0.7 0.3
C 2.9250 -1.4396 -0.1671 1.6 -0.5 -0.2
C 1.7775 0.6364 0.0286 -1.1 -0.1 1.6
C -1.3675 -1.6040 1.3018 1.5 -2.2 -0.3
C -0.8388 0.9176 -0.2739 0.6 -1.5 0.4
C 2.9410 1.2586 0.5071 -1.6 -1.2 -2.7
C -3.7476 0.0362 0.4942 1.8 -1.0 -0.2
C -2.2140 -1.6999 -1.7103 1.1 2.5 0.5
C -1.2306 2.2772 -0.5423 -1.9 2.8 -0.2
C 0.2137 2.8061 -0.1757 -1.0 0.5 1.2
C 4.0783 0.5323 0.4034 2.4 -0.5 2.5
C 0.4750 1.2734 -0.0055 -0.8 2.0 -2.0
C 1.7663 -0.7215 -0.2270 -0.4 -0.1 -0.6
H 5.1301 -1.3592 0.3838 -1.6 0.6 -0.7
H -0.3995 -1.1436 1.6125 -0.5 -0.7 0.0
H -1.1999 -2.6991 0.9353 0.4 1.9 0.1
H -1.8948 -1.9113 2.1996 -0.6 1.0 0.2
H 0.6190 3.4599 -0.9716 0.4 -0.7 0.4
H -2.1099 -2.7815 -1.6074 -0.2 0.3 0.2
H -1.4142 -1.2871 -2.4203 -1.5 -0.7 0.5
H -4.3320 0.4370 -0.2859 -0.9 0.2 -1.1
H 3.0185 2.2933 0.5455 -0.2 1.8 0.8
H 4.9336 0.9391 0.9352 0.4 0.4 -0.7
H -3.2324 -1.3158 -1.9201 0.5 -0.8 -0.8
H 2.9004 -2.4668 -0.4406 0.0 -0.8 0.0
H -3.6008 0.8937 1.1754 -0.3 -1.0 0.4
H 0.2698 3.3562 0.8275 -0.2 -0.6 -1.4
H -4.1387 -0.9758 0.8203 0.0 1.6 0.3
H 0.8178 -1.1703 -0.5443 0.5 0.0 0.2
```
Forces are in eV/Å.

***

Entry 2:
DFT (ωB97M-V/def2-TZVPD) results for a molecular structure, C32H55HgN2P.

Computed properties:
multiplicity	2
LUMO energy (alpha / beta)	-1.79 / -4.22	eV
total charge	+1
orbital gap (alpha / beta)	8.027 / 6.877	eV

Structure (XYZ):
```
91
Properties=species:S:1:pos:R:3:forces:R:3
Hg -0.1434 -0.2976 -1.8586 0.2 -0.4 0.3
P 2.3287 0.0808 -0.3105 -0.5 0.2 -0.2
N -0.4138 -3.0359 -1.4241 -0.2 0.2 -0.3
N -1.5262 -1.2143 -4.3565 0.2 0.1 0.3
C 3.3293 1.0725 -1.5721 -0.1 -0.1 0.1
C 3.3089 -1.3547 0.4069 -0.2 0.0 -0.1
C -1.0597 3.2833 -1.7987 0.1 0.0 0.1
C 2.3009 -2.1000 1.2885 0.0 0.0 0.0
C -3.2596 0.2473 0.4712 0.0 0.2 0.0
C 1.7642 2.9867 3.2621 0.0 0.1 0.1
C 3.0949 1.8513 1.6458 -0.1 -0.1 0.0
C 2.6344 2.4343 -1.6788 0.0 0.0 0.0
C -0.6301 0.9957 1.1746 -0.1 -0.1 -0.2
C -2.6461 1.3474 -0.1158 0.1 0.0 0.0
C -4.7399 -0.0100 0.2642 0.0 -0.1 0.1
C -5.0731 -1.4625 -0.0678 0.0 0.1 0.0
C 0.6436 2.3873 2.7217 0.0 -0.1 0.0
C -5.4926 0.4251 1.5292 0.0 0.0 -0.1
C -1.5486 4.2065 0.4752 0.1 -0.1 0.0
C 3.1852 0.3466 -2.9182 0.0 0.0 0.0
C 3.7286 -2.2674 -0.7495 0.0 0.0 0.0
C -1.2509 -0.0982 1.8018 0.1 0.0 0.1
C 1.9721 1.2126 1.0953 0.2 0.0 0.1
C 0.7053 1.4956 1.6451 0.1 0.2 0.1
C -1.3504 1.7445 0.2228 0.1 0.0 0.0
C -0.8526 -2.2632 3.0978 0.1 0.1 -0.1
C -1.3062 -0.1136 4.2886 0.1 0.0 0.0
C -0.8407 3.0814 -0.2956 -0.2 0.0 -0.1
C -1.6364 -3.5880 -3.5729 0.1 0.3 0.4
C 4.5286 -0.9990 1.2580 0.0 0.0 0.0
C -1.5311 -3.7865 -2.0431 0.0 0.2 -0.3
C 3.0065 2.7235 2.7134 0.1 0.0 0.0
C -2.5314 -0.4732 1.4095 0.0 -0.1 -0.1
C 4.8258 1.2681 -1.3099 0.0 0.0 0.0
C -2.4061 -2.3591 -4.0821 0.2 -0.1 0.0
C -0.6626 -0.7452 3.0439 -0.1 0.0 0.0
H 5.2954 -0.4695 0.6955 0.0 0.0 0.0
H -1.1015 0.9549 4.3440 0.0 0.0 0.0
H -4.8084 -2.1319 0.7533 0.0 0.0 0.0
H 4.2547 -0.4096 2.1316 0.0 0.0 0.0
H -4.5441 -1.7873 -0.9609 0.1 -0.1 -0.1
H 0.4019 -0.5138 3.0805 0.1 -0.1 0.0
H 1.6667 3.6595 4.1045 0.0 0.0 0.0
H 5.3653 0.3220 -1.2804 0.0 0.0 0.0
H -1.8828 -2.5216 3.3492 0.0 0.0 0.0
H 4.0671 1.6541 1.2225 0.0 0.0 0.1
H -0.7350 2.4124 -2.3732 0.0 0.0 -0.1
H -0.8324 -1.4593 -5.0561 -0.1 0.0 0.0
H -0.6067 -2.7383 2.1461 0.0 0.0 0.0
H -1.4410 -4.8602 -1.8541 0.0 0.0 0.1
H -2.3887 -0.2535 4.2698 0.0 0.0 0.0
H 0.4711 -3.4533 -1.6908 0.0 0.0 0.0
H -2.9568 -2.6393 -4.9827 -0.1 -0.1 0.0
H 3.8992 3.1862 3.1132 0.0 0.0 0.0
H -5.0778 0.6202 -0.5631 0.0 0.0 0.0
H -2.0638 -0.4363 -4.7248 0.1 0.0 0.0
H -2.1199 -4.4725 -3.9875 0.1 -0.1 0.0
H 2.8896 -2.4864 -1.4156 0.0 0.0 0.0
H -5.2639 1.4611 1.7815 0.0 0.0 0.0
H -6.5709 0.3322 1.3924 0.0 0.0 0.0
H -0.3277 2.6075 3.1462 0.0 0.0 0.0
H 2.7004 -3.0770 1.5716 0.0 0.0 0.0
H -5.1999 -0.2009 2.3748 0.0 0.0 0.0
H -2.6207 4.1800 0.2713 0.0 0.0 0.0
H 2.1369 0.2369 -3.2043 0.0 0.0 0.0
H 1.3555 -2.2520 0.7617 0.0 0.0 0.1
H -3.1313 -2.0396 -3.3368 -0.2 0.0 0.1
H -0.2126 -2.6958 3.8678 0.0 0.0 0.0
H -0.6218 -3.5464 -3.9823 0.0 -0.2 -0.1
H -2.4441 -3.4421 -1.5591 -0.1 0.0 0.0
H -3.2144 1.9553 -0.8125 0.0 0.0 0.0
H -0.4731 -3.0757 -0.4125 0.0 -0.1 0.0
H -6.1432 -1.5697 -0.2488 0.0 0.0 0.0
H -2.1116 3.4662 -2.0259 0.0 0.0 0.0
H 5.0366 1.8280 -0.4016 0.0 0.0 0.0
H 4.5410 -1.8380 -1.3362 0.0 0.0 0.0
H -1.4097 4.0988 1.5512 0.0 0.0 0.0
H -0.9105 -0.5805 5.1926 0.0 0.0 0.0
H 2.1041 -1.5405 2.2030 -0.1 0.0 0.0
H 4.9711 -1.9325 1.6182 0.0 0.0 0.0
H 2.7898 3.0400 -0.7863 0.0 0.0 0.0
H -0.4897 4.1463 -2.1459 0.0 0.0 0.0
H -3.0024 -1.3161 1.9034 0.0 0.1 0.0
H 1.5584 2.3128 -1.8281 0.0 0.0 0.0
H 4.0875 -3.2136 -0.3381 0.0 0.0 0.0
H 0.2282 3.1529 -0.0939 0.0 0.0 0.0
H 3.6426 -0.6420 -2.9069 0.0 0.0 0.0
H -1.1606 5.1808 0.1735 0.0 0.0 0.0
H 3.6797 0.9371 -3.6935 0.0 0.0 0.0
H 5.2333 1.8486 -2.1420 0.0 0.0 0.0
H 3.0356 2.9793 -2.5371 0.0 0.0 0.0
```
Forces are in eV/Å.

***

Entry 3:
DFT (ωB97M-V/def2-TZVPD) results for a molecular structure, C11H27O14S4V in a non-equilibrium geometry.

Computed properties:
multiplicity	2
LUMO energy (alpha / beta)	1.49 / 1.49	eV
total charge	-1
orbital gap (alpha / beta)	5.769 / 5.761	eV

Structure (XYZ):
```
57
Properties=species:S:1:pos:R:3:forces:R:3
V 5.7074 -19.3971 -6.0575 3.8 -0.2 -1.0
S 3.1789 -22.0084 -6.6563 1.2 0.2 0.7
S 4.7993 -21.2341 -10.9545 0.7 1.5 0.5
S 2.5200 -18.2110 -7.0634 0.3 0.2 0.3
S 7.2707 -23.0014 -7.8185 0.4 0.0 0.4
O 4.8086 -19.2919 -3.9916 -1.0 0.1 -1.0
O 3.2265 -18.0141 -2.9914 -0.8 -0.1 0.3
O 6.2483 -19.6101 -7.5765 -1.3 0.1 3.2
O 4.3867 -21.1981 -6.2851 -0.5 -0.4 -0.2
O 7.9447 -20.1000 -2.9723 0.3 -2.1 -0.5
O 5.3506 -17.9142 -2.3263 -1.1 -0.2 0.3
O 7.0051 -23.2254 -6.3518 0.0 -0.3 -1.0
O 7.6726 -22.2306 -3.7803 0.0 0.3 -0.7
O 8.1115 -15.7229 -6.1408 -0.5 0.0 -1.1
O 7.3513 -20.4266 -5.0641 -1.4 -0.1 -2.3
O 6.8448 -17.5606 -6.0341 -1.5 -0.6 -1.4
O 5.9256 -20.6111 -10.2036 -0.3 -0.8 -0.2
O 3.9284 -18.5123 -6.6889 -0.6 0.6 0.1
O 7.8695 -16.8113 -4.2044 0.1 0.7 -1.2
C 3.2984 -20.4399 -10.2997 -0.5 0.1 0.1
C 2.4839 -16.4585 -7.5172 -0.1 0.5 -0.5
C 4.5356 -18.4373 -3.0771 3.0 0.0 -0.7
C 4.7444 -20.3273 -12.4992 -0.8 -0.5 -1.2
C 7.8057 -24.6447 -8.4654 -0.1 0.3 0.3
C 7.6910 -20.8690 -3.9011 -0.6 3.2 2.0
C 1.4691 -18.0713 -5.5964 -0.5 0.1 0.3
C 2.8488 -22.9608 -5.1466 0.3 -0.8 -0.8
C 8.8385 -22.1196 -7.9281 1.0 0.1 -0.1
C 3.8274 -23.4156 -7.6154 0.6 -0.6 1.1
C 7.5906 -16.7429 -5.3958 0.2 -1.3 3.6
H 5.5688 -20.5300 -13.1822 0.3 -0.3 0.5
H 3.1039 -20.7589 -9.2763 0.3 -0.2 0.0
H 1.7566 -17.3085 -4.8737 0.6 -0.2 -0.1
H 1.7632 -16.3313 -8.3276 -0.3 -0.1 0.2
H 9.4895 -22.4376 -7.1116 -0.4 0.2 0.4
H 8.0951 -25.2568 -7.6119 -0.1 0.1 0.1
H 2.3475 -22.4064 -4.3613 0.1 0.2 -0.2
H 2.2573 -15.7894 -6.6897 0.0 -0.2 0.1
H 3.8373 -23.3194 -4.8562 0.0 0.3 0.3
H 4.4179 -23.0738 -8.4631 -0.7 0.2 -0.4
H 0.4583 -17.8114 -5.9249 0.1 0.0 -0.4
H 8.6787 -21.0428 -7.9235 -0.4 -0.1 0.5
H 4.5770 -23.9396 -7.0104 0.0 0.4 0.4
H 9.4675 -22.3109 -8.8026 -0.7 -0.3 -0.4
H 3.8652 -20.7330 -13.0133 -0.1 0.3 -0.1
H 3.4292 -16.1352 -7.9530 0.3 -0.5 0.2
H 6.9111 -25.0414 -8.9428 0.1 -0.3 0.0
H 4.6653 -19.2472 -12.3929 -0.1 -0.1 0.4
H 7.6946 -15.9097 -6.9985 0.4 0.3 0.0
H 3.2904 -17.5038 -2.1688 -0.2 0.1 -0.2
H 2.3992 -20.6521 -10.8824 0.2 -0.3 -0.2
H 8.6435 -24.6090 -9.1593 -0.1 0.2 -0.1
H 3.0642 -24.1827 -7.7453 -0.3 0.4 -0.7
H 3.4266 -19.3570 -10.2833 0.3 0.0 0.0
H 2.2951 -23.8489 -5.4608 -0.3 0.1 0.2
H 7.3911 -22.4456 -4.6930 0.1 -0.6 0.3
H 1.3817 -19.0265 -5.0814 0.4 -0.1 -0.1
```
Forces are in eV/Å.

***

Question: The highest total charge belongs to which entry?
Answer: C32H55HgN2P

***

Question: Among the records above, which one has the lowest total charge?
Answer: C11H27O14S4V